Entry i
{"formula": "C5H11ClSi", "method": "ωB97M-V with the def2-TZVPD basis set", "species": ["C", "C", "C", "C", "C", "Si", "Cl", "H", "H", "H", "H", "H", "H", "H", "H", "H", "H", "H"], "xyz": [[-0.487, -2.689, 0.311], [0.100, -2.035, -0.918], [0.780, -0.806, -0.376], [1.411, 2.096, -0.006], [-1.421, 1.274, 0.946], [-0.013, 0.894, -0.235], [-0.536, 1.369, -2.218], [-1.605, -2.744, 0.499], [0.144, -3.163, 1.037], [0.761, -2.716, -1.581], [-0.726, -1.576, -1.706], [1.636, -0.893, 0.209], [1.116, 3.152, 0.238], [2.059, 1.790, 0.844], [2.137, 1.941, -0.805], [-1.540, 0.551, 1.837], [-1.324, 2.362, 1.295], [-2.492, 1.192, 0.631]], "homo_energy_ev": [-8.52, -8.52]}

Entry ii
{"formula": "C5H11ClSi", "method": "ωB97M-V with the def2-TZVPD basis set", "species": ["C", "Si", "C", "Cl", "H", "H", "H", "H", "H", "H", "H", "C", "C", "C", "H", "H", "H", "H"], "xyz": [[-3.567, 1.528, -0.136], [-2.006, 0.559, -0.172], [-1.006, 0.467, 1.488], [-3.011, -1.298, -0.402], [-4.567, 1.146, 0.049], [-3.250, 2.123, 0.773], [-3.417, 2.176, -0.982], [-1.309, 1.125, -1.286], [0.025, 0.791, 1.579], [-1.715, 1.175, 2.193], [-1.194, -0.555, 1.984], [1.893, -1.567, 0.486], [1.617, -1.322, -0.742], [1.184, -2.681, -0.071], [2.478, -1.293, 1.268], [1.835, -0.783, -1.660], [1.675, -3.550, -0.548], [0.167, -3.099, 0.191]], "smiles": "C[SiH](C)Cl.C1=CC1", "homo_energy_ev": -9.36}

Tell me which of them is the least stable. Sure, it is entry ii.

Entry i
{"formula": "C33H41IN2PRhS3SbSi2", "method": "ωB97M-V with the def2-TZVPD basis set", "species": ["Rh", "S", "Sb", "S", "S", "I", "C", "C", "C", "C", "C", "C", "C", "C", "C", "P", "C", "C", "C", "C", "C", "C", "C", "C", "C", "C", "C", "C", "C", "H", "H", "H", "H", "H", "H", "H", "H", "H", "H", "H", "H", "H", "H", "H", "H", "C", "Si", "C", "C", "C", "Si", "C", "C", "C", "H", "H", "H", "H", "H", "H", "H", "H", "H", "H", "H", "H", "H", "H", "H", "H", "H", "H", "H", "C", "N", "C", "C", "N", "C", "H", "H", "H", "H", "H", "H"], "xyz": [[-0.450, -1.164, 0.093], [-1.014, -5.833, 1.000], [-2.039, -3.827, 1.586], [-0.236, -2.475, 2.369], [-2.176, -2.665, -0.536], [1.984, -0.127, 0.818], [1.845, 0.038, 2.917], [3.008, -0.354, 3.515], [3.225, -0.145, 4.890], [2.282, 0.515, 5.608], [1.061, 0.922, 5.014], [0.141, 1.641, 5.811], [-1.043, 2.065, 5.297], [-1.381, 1.698, 3.984], [-0.550, 0.960, 3.175], [-1.390, 0.432, 1.608], [-3.000, -0.215, 2.176], [-3.189, -0.754, 3.447], [-4.379, -1.392, 3.767], [-5.389, -1.507, 2.824], [-5.200, -0.998, 1.547], [-4.005, -0.375, 1.221], [-1.771, 2.116, 0.952], [-3.035, 2.702, 0.921], [-3.216, 3.968, 0.372], [-2.138, 4.669, -0.146], [-0.869, 4.101, -0.106], [-0.690, 2.841, 0.440], [0.766, 0.628, 3.646], [3.786, -0.814, 2.921], [4.152, -0.471, 5.343], [2.446, 0.749, 6.653], [0.410, 1.855, 6.839], [-1.736, 2.643, 5.893], [-2.359, 1.979, 3.614], [-2.400, -0.694, 4.183], [-4.509, -1.816, 4.755], [-6.311, -2.016, 3.073], [-5.971, -1.110, 0.795], [-3.837, -0.043, 0.204], [-3.887, 2.175, 1.326], [-4.205, 4.409, 0.361], [-2.280, 5.654, -0.572], [-0.017, 4.642, -0.500], [0.303, 2.405, 0.458], [1.722, 1.783, -2.680], [2.909, 0.343, -2.892], [3.118, 0.009, -4.726], [4.569, 0.781, -2.150], [2.209, -1.204, -2.127], [2.904, -2.932, -2.028], [4.582, -2.886, -1.202], [3.095, -3.617, -3.762], [1.731, -4.019, -1.058], [2.260, 2.734, -2.636], [1.137, 1.682, -1.763], [1.017, 1.826, -3.515], [3.407, 0.919, -5.262], [2.178, -0.354, -5.151], [3.886, -0.748, -4.906], [4.948, 1.712, -2.579], [5.306, -0.004, -2.342], [4.495, 0.912, -1.067], [1.132, -1.156, -1.956], [5.293, -2.278, -1.768], [4.992, -3.896, -1.116], [4.502, -2.465, -0.195], [3.782, -3.021, -4.368], [2.131, -3.654, -4.276], [3.487, -4.637, -3.708], [1.161, -3.437, -0.326], [2.260, -4.791, -0.492], [1.006, -4.518, -1.706], [-3.205, 2.030, -4.021], [-2.288, 1.035, -3.493], [-1.755, -0.034, -4.174], [-1.000, -0.714, -3.268], [-1.060, -0.082, -2.046], [-1.847, 0.956, -2.220], [-3.030, 2.149, -5.087], [-3.029, 2.983, -3.528], [-4.240, 1.731, -3.862], [-1.961, -0.214, -5.216], [-0.436, -1.620, -3.414], [-2.108, 1.686, -1.470]], "multiplicity": 6, "homo_energy_ev": [-6.49, -6.97]}

Entry ii
{"formula": "C33H41IN2PRhS3SbSi2", "method": "ωB97M-V with the def2-TZVPD basis set", "species": ["Rh", "S", "Sb", "S", "S", "I", "C", "C", "C", "C", "C", "C", "C", "C", "C", "P", "C", "C", "C", "C", "C", "C", "C", "C", "C", "C", "C", "C", "C", "H", "H", "H", "H", "H", "H", "H", "H", "H", "H", "H", "H", "H", "H", "H", "H", "C", "Si", "C", "C", "C", "Si", "C", "C", "C", "H", "H", "H", "H", "H", "H", "H", "H", "H", "H", "H", "H", "H", "H", "H", "H", "H", "H", "H", "C", "N", "C", "C", "N", "C", "H", "H", "H", "H", "H", "H"], "xyz": [[0.006, -0.245, 0.405], [-0.073, -6.247, 0.323], [1.955, -5.409, 0.848], [2.048, -1.715, 0.346], [0.899, -3.029, 1.276], [-2.716, -1.115, -0.472], [-3.064, 0.649, -1.565], [-4.245, 1.242, -1.200], [-4.697, 2.416, -1.824], [-3.945, 2.965, -2.815], [-2.718, 2.380, -3.210], [-2.005, 2.999, -4.268], [-0.837, 2.474, -4.715], [-0.313, 1.331, -4.082], [-0.941, 0.699, -3.037], [0.007, -0.638, -2.193], [1.685, -0.514, -2.903], [2.073, -1.189, -4.058], [3.373, -1.077, -4.531], [4.296, -0.290, -3.857], [3.923, 0.376, -2.697], [2.628, 0.255, -2.220], [-0.638, -2.153, -2.973], [-0.312, -3.376, -2.390], [-0.772, -4.561, -2.944], [-1.567, -4.530, -4.082], [-1.902, -3.316, -4.663], [-1.440, -2.129, -4.111], [-2.218, 1.197, -2.584], [-4.849, 0.794, -0.423], [-5.638, 2.857, -1.522], [-4.273, 3.859, -3.332], [-2.426, 3.890, -4.718], [-0.296, 2.929, -5.534], [0.641, 0.958, -4.427], [1.361, -1.813, -4.582], [3.667, -1.612, -5.424], [5.310, -0.208, -4.227], [4.645, 0.971, -2.153], [2.352, 0.738, -1.288], [0.289, -3.420, -1.489], [-0.515, -5.494, -2.460], [-1.932, -5.455, -4.511], [-2.529, -3.288, -5.545], [-1.712, -1.185, -4.568], [-3.002, 1.195, 2.847], [-1.617, 0.051, 3.446], [-2.261, -1.713, 3.366], [-1.458, 0.446, 5.284], [-0.007, 0.169, 2.532], [1.194, 1.512, 2.995], [2.650, 1.637, 1.801], [1.969, 1.143, 4.671], [0.422, 3.235, 3.087], [-2.747, 2.253, 2.961], [-3.886, 1.015, 3.464], [-3.293, 1.009, 1.810], [-3.227, -1.802, 3.869], [-1.561, -2.387, 3.867], [-2.377, -2.084, 2.346], [-2.415, 0.295, 5.790], [-1.150, 1.480, 5.460], [-0.723, -0.206, 5.761], [0.501, -0.741, 2.899], [3.165, 0.676, 1.716], [3.373, 2.372, 2.164], [2.331, 1.947, 0.804], [2.413, 0.145, 4.673], [1.239, 1.183, 5.479], [2.762, 1.861, 4.898], [0.320, 3.685, 2.097], [1.066, 3.893, 3.677], [-0.562, 3.228, 3.564], [-2.305, 4.844, 0.096], [-1.278, 3.882, -0.259], [-0.273, 4.047, -1.182], [0.425, 2.880, -1.192], [-0.137, 2.002, -0.293], [-1.155, 2.640, 0.240], [-1.882, 5.847, 0.076], [-2.655, 4.633, 1.104], [-3.141, 4.786, -0.599], [-0.141, 4.966, -1.726], [1.290, 2.625, -1.781], [-1.799, 2.250, 1.009]], "multiplicity": 6, "homo_energy_ev": [-5.96, -7.41]}

Tell me which of them is the least stable. Sure, it is entry i.

Entry i
{"formula": "CHF3N2O", "method": "ωB97M-V with the def2-TZVPD basis set", "species": ["O", "C", "N", "F", "N", "F", "F", "H"], "xyz": [[-1.311, -1.593, 0.117], [-1.282, -0.425, 0.049], [-0.057, 0.244, -0.146], [0.011, 1.649, -0.116], [1.165, -0.284, -0.114], [1.764, -0.068, 1.152], [1.970, 0.180, -1.008], [-2.260, 0.297, 0.065]], "smiles": "O=CN(F)N(F)F", "homo_energy_ev": -11.32}

Entry ii
{"formula": "CHF3N2O", "method": "ωB97M-V with the def2-TZVPD basis set", "species": ["F", "N", "N", "F", "O", "C", "F", "H"], "xyz": [[-1.074, 0.840, -1.636], [-1.063, 1.316, -0.324], [-1.482, 0.682, 0.582], [-1.849, -0.622, 0.497], [1.843, 0.500, -0.173], [1.387, -0.536, 0.054], [1.098, -0.769, 1.396], [1.141, -1.410, -0.396]], "smiles": "F/N=N\\F.O=CF", "homo_energy_ev": -12.39}

Tell me which of them is the least stable. Sure, it is entry i.

Entry i
{"formula": "C6H9N4", "method": "ωB97M-V with the def2-TZVPD basis set", "species": ["C", "C", "C", "C", "C", "C", "N", "N", "N", "N", "H", "H", "H", "H", "H", "H", "H", "H", "H"], "xyz": [[3.366, 0.232, -0.003], [1.437, 0.804, 0.207], [1.330, -0.546, 0.202], [-0.675, 1.471, 0.327], [-0.990, -1.010, -0.364], [-2.903, 0.739, 0.006], [2.630, 1.333, 0.049], [2.633, -0.914, 0.050], [0.204, -1.366, 0.278], [-1.484, 0.540, 0.044], [4.503, 0.265, -0.200], [-0.943, 2.508, 0.451], [-0.748, -0.729, -1.417], [-1.569, -1.929, -0.491], [-3.284, 0.808, 0.952], [-3.412, -0.196, -0.500], [-3.175, 1.738, -0.480], [3.002, -1.865, -0.231], [0.079, -1.884, 1.120]], "total_charge": 1, "homo_energy_ev": -12.76}

Entry ii
{"formula": "C6H9N4", "method": "ωB97M-V with the def2-TZVPD basis set", "species": ["C", "C", "C", "C", "C", "C", "N", "N", "N", "N", "H", "H", "H", "H", "H", "H", "H", "H", "H"], "xyz": [[-1.850, 1.443, -0.326], [1.488, 0.716, 1.011], [0.171, 1.042, 1.022], [1.269, 0.020, -1.313], [2.116, 0.034, -0.141], [-0.660, 0.722, -0.260], [-2.905, 1.950, -0.400], [0.013, 0.382, -1.337], [-1.477, -1.063, -0.047], [-2.752, -1.075, 0.227], [2.153, 1.099, 1.794], [-0.512, 1.357, 1.782], [1.792, -0.359, -2.125], [2.967, 0.471, -0.501], [2.286, -1.035, 0.210], [-0.878, -1.095, 0.895], [-3.449, -0.721, -0.511], [-0.492, 0.492, -2.219], [-3.126, -1.138, 1.233]], "total_charge": 1, "homo_energy_ev": [-12.12, -12.12]}

Tell me which of them is the least stable. Sure, it is entry ii.